(1)
C6H9FO2 | ωB97M-V with the def2-TZVPD basis set

CARTESIAN COORDINATES (ANGSTROEM)
O: 0.57 -2.00 1.02
C: 0.38 -0.87 1.10
O: 0.36 -0.19 2.27
C: -0.55 0.93 2.12
C: -1.19 0.76 0.73
C: 0.02 0.13 0.03
C: -0.16 -0.49 -1.35
C: 1.19 -0.51 -2.04
F: 1.20 -1.46 -3.01
H: 0.10 1.79 2.02
H: -1.22 0.93 2.96
H: -1.98 0.03 0.70
H: -1.45 1.74 0.37
H: 0.76 0.92 -0.03
H: -0.89 0.03 -1.95
H: -0.49 -1.50 -1.20
H: 1.96 -0.73 -1.32
H: 1.37 0.48 -2.45

Summary:
- 2S+1 = 1
- SMILES string = O=C1OCC[C@@H]1CCF
- energy above the lowest of the compared OMol25 structures with the same formula, charge and spin (kJ/mol) = 0.0
- HOMO (Eh) = -0.38783



(2)
C6H9HgO6 | ωB97M-V with the def2-TZVPD basis set

CARTESIAN COORDINATES (ANGSTROEM)
O: 1.33 1.92 1.23
C: 0.65 1.00 1.87
O: -0.57 0.92 1.88
O: 1.45 0.07 2.29
C: 0.97 -1.29 2.28
H: 0.20 -1.38 3.06
H: 1.85 -1.89 2.57
C: 0.64 2.75 0.30
H: 0.26 2.14 -0.53
H: -0.16 3.30 0.82
H: 1.38 3.46 -0.08
O: -1.47 -1.25 -0.90
C: -1.70 -0.25 -1.70
C: -0.05 -1.73 -1.13
O: -2.57 0.59 -1.45
O: -0.80 -0.13 -2.65
C: 0.06 -1.30 -2.60
H: -0.14 -2.83 -1.08
H: 0.57 -1.59 1.15
H: -0.34 -2.01 -3.34
H: 1.07 -0.99 -2.90
Hg: -2.63 0.51 0.93

Summary:
- 2S+1 = 2
- energy above the lowest of the compared OMol25 structures with the same formula, charge and spin (kJ/mol) = 57.1
- expectation value of S² = 0.753
- HOMO (spin up / spin down) (Eh) = -0.23862 / -0.23575



(3)
C6H9I2N2O5S2 | ωB97M-V with the def2-TZVPD basis set

CARTESIAN COORDINATES (ANGSTROEM)
C: -3.39 -1.50 2.48
C: -3.35 -1.18 0.90
I: -5.31 -0.97 -0.05
C: -2.13 -1.04 0.20
I: -0.26 -1.34 1.32
S: -2.11 -0.61 -1.61
O: -2.59 -1.86 -2.33
O: -2.99 0.59 -1.91
N: -0.56 -0.26 -2.24
S: 0.14 1.10 -1.50
O: 0.33 2.21 -2.53
O: -0.61 1.67 -0.33
C: 1.89 0.57 -1.06
C: 2.54 1.48 0.09
C: 3.59 0.52 0.87
N: 4.22 -0.67 0.22
O: 3.90 0.71 2.07
H: -3.11 -0.51 3.00
H: -2.64 -2.29 2.79
H: -4.45 -1.84 2.76
H: 2.53 0.61 -2.01
H: 1.78 -0.51 -0.71
H: 1.75 1.86 0.82
H: 3.13 2.32 -0.42
H: 3.53 -1.43 0.12
H: 4.58 -0.42 -0.71

Summary:
- 2S+1 = 1
- charge = -1
- HOMO (Eh) = -0.21824



(4)
C6H9INO | ωB97M-V with the def2-TZVPD basis set

CARTESIAN COORDINATES (ANGSTROEM)
N: 0.38 -0.31 1.92
C: -0.13 -0.87 0.64
I: -0.25 -3.05 0.70
C: -1.48 -0.43 0.24
C: -1.80 -0.07 -1.01
C: -0.82 0.20 -2.03
C: 0.49 0.16 -1.73
C: 1.16 -0.42 -0.54
O: 1.97 0.43 0.20
H: 0.99 0.49 1.48
H: 0.93 -0.85 2.69
H: -0.39 -0.01 2.41
H: -2.28 -0.63 1.02
H: -3.00 -0.09 -1.22
H: -1.07 0.71 -3.05
H: 1.19 0.27 -2.64
H: 1.64 -1.39 -0.89
H: 2.93 0.11 0.39

Summary:
- 2S+1 = 1
- charge = +1
- SMILES string = [NH3+][C@@]1(I)C=CC=C[C@H]1O
- energy above the lowest of the compared OMol25 structures with the same formula, charge and spin (kJ/mol) = 125.7
- HOMO (Eh) = -0.46595



(5)
C6H9INS | ωB97M-V with the def2-TZVPD basis set

CARTESIAN COORDINATES (ANGSTROEM)
C: 1.33 -2.37 -0.77
C: 0.43 -1.66 0.01
C: 1.25 -1.98 -2.08
C: -0.36 -0.74 -0.66
C: -1.39 0.11 -0.14
C: -0.90 1.97 0.62
N: 0.36 1.77 1.35
S: 0.08 -0.76 -2.40
I: -2.54 2.81 1.74
H: 1.96 -3.17 -0.45
H: 0.36 -1.79 1.05
H: 1.85 -2.35 -2.99
H: -2.12 0.55 -0.87
H: -1.77 -0.10 0.80
H: -0.59 2.54 -0.23
H: 0.43 2.35 2.14
H: 1.35 1.95 1.01
H: 0.29 0.84 1.87

Summary:
- 2S+1 = 1
- charge = +1
- energy above the lowest of the compared OMol25 structures with the same formula, charge and spin (kJ/mol) = 0.0
- HOMO (Eh) = -0.44297



(6)
C6H9N | ωB97M-V with the def2-TZVPD basis set

CARTESIAN COORDINATES (ANGSTROEM)
C: -0.07 -1.39 1.86
C: 0.82 -0.93 0.71
C: 0.13 0.04 -0.20
C: -0.60 -0.16 -1.34
N: -0.84 1.01 -1.97
C: -0.20 2.02 -1.29
C: 0.27 1.47 -0.12
H: 0.28 -2.31 2.34
H: -0.13 -0.72 2.72
H: -1.10 -1.61 1.56
H: 1.72 -0.41 1.06
H: 1.17 -1.81 0.18
H: -1.15 -1.02 -1.70
H: -1.59 1.11 -2.63
H: 0.37 2.78 -1.81
H: 0.91 1.93 0.62

Summary:
- 2S+1 = 2
- charge = -1
- energy above the lowest of the compared OMol25 structures with the same formula, charge and spin (kJ/mol) = 75.3
- expectation value of S² = 0.750
- HOMO (spin up / spin down) (Eh) = 0.05100 / -0.15770



(7)
C6H9N | ωB97M-V with the def2-TZVPD basis set

CARTESIAN COORDINATES (ANGSTROEM)
C: -2.21 -0.20 0.45
C: -1.18 0.47 -0.34
C: -0.66 1.18 -1.26
C: 0.84 1.17 -1.21
C: 0.57 0.41 0.05
C: 1.02 -1.08 0.16
N: 2.24 -0.69 0.69
H: -2.01 -1.27 0.55
H: -3.19 -0.08 -0.02
H: -2.25 0.23 1.45
H: 1.34 2.13 -1.09
H: 1.31 0.58 -2.00
H: 0.66 1.01 0.95
H: 1.05 -1.49 -0.85
H: 0.31 -1.66 0.76
H: 2.17 -0.75 1.70

Summary:
- 2S+1 = 1
- energy above the lowest of the compared OMol25 structures with the same formula, charge and spin (kJ/mol) = 627.6
- HOMO (spin up / spin down) (Eh) = -0.25321 / -0.30427



(8)
C6H9N | ωB97M-V with the def2-TZVPD basis set

CARTESIAN COORDINATES (ANGSTROEM)
C: 2.31 -0.52 0.20
C: 0.90 -1.02 -0.03
C: 0.25 -0.91 1.16
N: -0.88 -0.16 0.99
C: -1.01 0.14 -0.35
C: -2.06 1.10 -0.80
C: 0.02 -0.45 -1.02
H: 2.19 0.50 0.61
H: 2.86 -0.42 -0.73
H: 2.88 -1.08 0.95
H: 0.65 -1.18 2.13
H: -1.27 0.38 1.74
H: -1.82 2.11 -0.43
H: -2.09 1.15 -1.89
H: -3.05 0.83 -0.43
H: 0.11 -0.46 -2.10

Summary:
- 2S+1 = 1
- SMILES string = Cc1c[nH]c(C)c1
- energy above the lowest of the compared OMol25 structures with the same formula, charge and spin (kJ/mol) = 152.6
- HOMO (Eh) = -0.28223



(9)
C6H9N | ωB97M-V with the def2-TZVPD basis set

CARTESIAN COORDINATES (ANGSTROEM)
C: -0.65 1.19 -1.60
C: -0.52 0.44 -0.33
C: -0.93 -0.72 0.36
C: 1.17 -1.61 -0.53
N: 0.53 -0.54 0.18
C: 0.66 0.24 1.51
C: -0.79 0.54 1.17
H: -0.25 0.57 -2.42
H: -0.11 2.14 -1.57
H: -1.70 1.40 -1.81
H: -1.46 -1.65 0.20
H: 1.21 -2.42 0.20
H: 2.18 -1.33 -0.83
H: 1.36 1.08 1.46
H: 0.88 -0.43 2.35
H: -1.57 1.09 1.67

Summary:
- 2S+1 = 1
- energy above the lowest of the compared OMol25 structures with the same formula, charge and spin (kJ/mol) = 640.5
- HOMO (Eh) = -0.23609



(10)
C6H9N | ωB97M-V with the def2-TZVPD basis set

CARTESIAN COORDINATES (ANGSTROEM)
C: 2.29 -0.20 -0.01
C: 0.74 0.01 -0.01
C: 0.11 1.16 -0.22
C: -1.32 0.85 0.07
C: -1.64 -0.46 -0.81
C: -0.51 -0.94 0.11
H: 2.73 -0.57 0.97
H: 2.80 0.73 -0.14
H: 2.76 -0.79 -0.88
H: 0.50 2.21 -0.16
H: -2.27 1.49 0.24
H: -2.63 -0.86 -0.58
H: -1.52 -0.50 -1.93
H: -0.31 -2.04 0.32
H: -0.53 0.06 1.84
N: -1.19 -0.17 1.18

Summary:
- 2S+1 = 1
- energy above the lowest of the compared OMol25 structures with the same formula, charge and spin (kJ/mol) = 361.4
- HOMO (Eh) = -0.30697



(11)
C6H9N | ωB97M-V with the def2-TZVPD basis set

CARTESIAN COORDINATES (ANGSTROEM)
C: -0.06 1.39 -1.42
C: 0.00 0.13 -0.68
C: 0.04 -1.17 -1.29
C: 0.00 -2.08 -0.28
N: -0.08 -1.40 0.93
C: 0.03 -0.06 0.68
C: 0.09 0.92 1.82
H: 0.09 2.33 -0.87
H: 0.75 1.49 -2.17
H: -0.91 1.55 -2.08
H: -0.08 -1.43 -2.33
H: 0.04 -3.15 -0.36
H: -0.17 -1.94 1.77
H: -0.58 0.55 2.59
H: -0.27 1.90 1.54
H: 1.13 0.97 2.16

Summary:
- 2S+1 = 1
- SMILES string = Cc1cc[nH]c1C
- energy above the lowest of the compared OMol25 structures with the same formula, charge and spin (kJ/mol) = 39.5
- HOMO (Eh) = -0.28718



(12)
C6H9N | ωB97M-V with the def2-TZVPD basis set

CARTESIAN COORDINATES (ANGSTROEM)
C: 2.21 -0.15 -0.01
C: 0.86 0.08 -0.15
C: -0.01 1.28 -0.03
N: -1.31 0.73 0.13
C: -1.36 -0.26 -0.97
C: -0.17 -0.98 -0.13
C: -0.94 -0.38 1.13
H: 2.65 -1.12 -0.40
H: 2.77 0.66 0.14
H: 0.03 1.97 -1.00
H: 0.32 1.94 0.82
H: -1.02 0.03 -1.99
H: -2.21 -0.97 -0.84
H: 0.17 -2.02 -0.17
H: -1.83 -0.93 1.57
H: -0.15 0.11 1.90

Summary:
- 2S+1 = 1
- SMILES string = C=C1CN2CC1C2
- energy above the lowest of the compared OMol25 structures with the same formula, charge and spin (kJ/mol) = 373.0
- HOMO (Eh) = -0.32156



| no. | F_max (eV/Å) |
| --- | --- |
| 1 | 4.31 |
| 2 | 3.00 |
| 3 | 5.25 |
| 4 | 3.91 |
| 5 | 4.30 |
| 6 | 1.62 |
| 7 | 1.92 |
| 8 | 0.71 |
| 9 | 0.41 |
| 10 | 3.80 |
| 11 | 2.55 |
| 12 | 6.32 |